Here is 11 unconnected molecules or ions with the total composition C64H156F8N8O20P3S8 in a non-equilibrium geometry from OMol25. Energies are from wB97M-V/def2-TZVPD.

HOMO energy: -0.382 hartree
maximum force: 0.236 hartree/bohr
Kohn-Sham gap: 5.225 eV

```
! wB97M-V def2-TZVPD RIJCOSX def2/J DEFGRID3
* xyz 3 1
S -0.869 -5.604 5.544
S 7.511 -5.341 1.232
S 0.597 -5.066 7.207
S 2.431 4.327 2.532
S 7.456 -5.260 3.679
S -1.403 -10.958 -6.088
S 0.917 -11.230 -6.707
S 4.302 3.478 3.706
P -6.714 8.446 1.246
P -9.160 -6.685 3.898
P 12.303 6.246 -6.142
F 0.895 3.744 2.273
F 7.077 -4.483 -0.012
F 1.506 -3.806 7.823
F 1.961 -12.376 -6.583
F -2.320 -10.972 -4.720
F 4.855 1.998 4.130
F 6.822 -4.490 4.978
F -1.715 -4.880 4.326
O 1.616 -6.111 7.073
O 0.484 0.890 10.936
O 1.147 -3.771 -1.853
O 1.898 -14.735 1.742
O 8.963 -5.424 1.119
O 6.755 -6.523 0.870
O -1.918 -5.985 6.491
O 4.471 4.286 4.945
O 2.426 0.436 -7.206
O 2.122 5.521 3.327
O 8.873 -5.052 3.997
O 2.967 4.661 1.192
O -2.264 -11.847 -6.860
O -1.381 -9.517 -6.446
O 1.758 -10.085 -6.427
O 5.291 3.734 2.688
O 0.480 -11.411 -8.048
O -0.299 -5.155 8.333
O 6.867 -6.582 3.840
O -0.237 -6.632 4.760
N 2.104 -14.674 -0.986
N 3.720 -0.200 -9.336
N -0.338 1.046 7.334
N 2.969 2.943 3.371
N 2.298 -2.146 1.377
N 6.901 -4.408 2.610
N 0.138 -4.277 6.035
N -0.223 -11.623 -5.468
C 2.914 -13.690 -0.178
C -7.475 10.555 -0.555
C -0.220 0.812 9.731
C 1.495 -2.298 0.103
C -5.175 7.239 -0.705
C 9.685 5.962 -4.689
C 10.553 10.911 -3.696
C -8.717 -5.941 6.572
C -8.605 -8.470 3.928
C -11.600 8.184 0.173
C 11.886 6.665 -7.935
C 1.900 -0.712 -7.847
C -6.833 -10.314 3.833
C 11.474 8.858 -5.138
C -7.078 -8.780 3.907
C 0.089 3.050 8.637
C -8.273 8.066 2.224
C -5.323 -10.800 3.954
C -4.885 4.917 -1.595
C 15.623 2.795 -5.974
C -4.964 6.407 -2.000
C -10.948 -6.496 4.080
C -8.101 12.397 -2.219
C -6.566 10.188 0.614
C 1.483 -5.015 -2.531
C 12.599 7.824 -5.164
C -9.628 8.588 1.695
C -5.245 8.273 2.336
C -4.045 9.987 5.667
C 8.557 5.061 -4.211
C 1.766 -1.152 -0.850
C -8.162 -4.923 7.616
C 2.219 -12.327 -0.127
C -0.398 0.510 12.000
C -8.301 -5.636 5.108
C 13.962 4.216 -7.215
C 4.174 -1.921 -7.566
C 0.351 1.507 8.576
C -7.249 12.033 -0.984
C -6.570 -4.676 7.535
C 1.930 -15.524 2.887
C -7.153 -5.473 0.386
C -8.897 -5.867 2.277
C -13.114 -5.143 4.498
C 1.487 1.410 -6.815
C 8.648 8.085 -9.659
C 11.722 9.878 -3.971
C 1.444 -3.737 -0.498
C -4.091 9.020 4.498
C 7.958 4.078 -5.169
C -11.733 -5.165 3.881
C 10.343 6.931 -8.063
C 10.043 7.506 -9.516
C 15.363 3.546 -7.255
C 13.800 5.287 -6.147
C -7.463 -6.306 1.677
C -6.634 7.225 -0.137
C -5.751 -6.054 -0.167
C 10.889 5.219 -5.357
C -5.270 9.282 3.496
C 3.086 -1.350 -8.530
C -10.099 7.929 0.407
C 3.219 -14.342 1.202
C -14.095 -6.032 3.686
H -3.565 10.904 5.325
H -9.097 11.958 -2.163
H 2.802 -1.136 -1.188
H -9.109 -8.918 3.072
H -5.334 7.267 2.746
H -6.557 -8.444 4.803
H 13.023 7.508 -4.211
H -6.532 10.832 1.492
H -3.603 9.626 6.596
H -1.257 1.159 12.170
H 9.084 4.527 -3.420
H -4.039 6.678 -2.509
H 1.105 -0.379 -8.514
H 2.523 -15.207 3.745
H 12.639 10.454 -4.093
H 10.566 4.451 -6.059
H -6.797 6.321 0.449
H -0.701 -0.487 11.683
H -8.104 8.709 3.088
H -8.424 7.034 2.540
H 3.798 -13.670 1.836
H 3.094 0.204 -10.017
H -4.766 -10.184 4.660
H -10.408 8.476 2.448
H 2.428 -4.188 -0.372
H -13.939 -7.107 3.779
H 3.261 -2.414 1.233
H 9.842 6.003 -7.789
H -6.667 -6.311 2.422
H -5.401 -5.431 -0.990
H 15.412 2.985 -8.188
H 0.720 -4.420 -0.053
H -5.990 -5.595 7.608
H -8.517 -6.969 6.872
H -1.293 1.358 7.428
H -7.502 7.311 -0.790
H -7.654 11.934 -3.099
H 16.153 4.271 -7.452
H 2.010 -2.562 2.251
H -11.843 -4.910 2.827
H 16.537 2.203 -6.007
H 11.001 11.687 -3.076
H -6.183 -4.258 6.606
H -7.628 -7.305 1.273
H 5.067 -2.265 -8.087
H -9.525 8.290 -0.446
H 4.605 -0.469 -9.742
H 8.491 8.210 -10.730
H 1.439 -4.947 -3.618
H 1.522 -0.199 -0.380
H 1.529 -1.412 -7.098
H -4.990 10.436 5.972
H 3.811 -15.245 1.052
H 0.922 -5.868 -2.149
H -4.408 8.443 1.659
H -1.224 1.153 9.985
H 14.775 2.146 -5.756
H -7.351 -10.646 2.933
H 2.584 -15.495 -1.325
H 1.241 -12.471 0.331
H -6.577 -8.343 3.043
H 8.635 3.271 -5.447
H -12.302 7.920 0.964
H 13.893 4.989 -5.103
H -5.939 -7.079 -0.487
H -4.419 6.946 0.024
H 2.541 -5.277 -2.548
H -4.809 -10.854 2.994
H -8.445 -4.578 4.889
H -6.191 9.129 4.059
H -7.333 12.745 -0.163
H 7.111 3.571 -4.706
H -9.807 -5.943 6.568
H 12.448 7.571 -8.165
H -8.507 -3.895 7.512
H 2.024 2.310 -6.518
H -11.933 7.552 -0.650
H -7.955 -5.712 -0.311
H 0.386 3.383 9.631
H -9.980 6.845 0.433
H -11.225 -4.301 4.311
H 11.508 9.426 -6.067
H 1.352 1.192 8.280
H -3.099 8.976 4.046
H 2.148 -11.769 -1.060
H 0.025 0.583 13.002
H 9.193 6.597 -5.426
H -7.269 -5.928 4.913
H -7.135 -4.413 0.639
H 13.193 3.458 -7.071
H -5.805 6.600 -2.665
H -11.683 9.248 -0.051
H -7.310 -10.871 4.639
H 2.787 -2.059 -9.303
H -5.845 4.619 -1.172
H -8.584 -5.190 8.585
H 0.934 1.058 -5.944
H 13.478 8.233 -5.661
H -6.241 12.153 -1.381
H 2.325 -1.152 1.553
H 10.266 11.298 -4.674
H 12.191 9.446 -3.087
H 1.771 -14.256 -1.844
H -4.275 7.988 4.795
H -0.489 -0.198 9.422
H 12.141 5.845 -8.607
H -7.146 9.951 -1.401
H -11.330 -7.232 3.372
H -5.561 10.160 0.193
H -13.055 -5.460 5.539
H 7.809 7.517 -9.256
H 1.231 -1.136 -1.800
H -14.269 -5.860 2.624
H 10.134 6.679 -10.220
H 2.662 -11.765 0.695
H 9.732 10.410 -3.182
H 3.873 -13.507 -0.662
H 3.972 -2.860 -7.052
H 0.693 1.617 -7.534
H -9.644 9.633 1.387
H 3.865 0.662 -8.830
H -5.127 -11.846 4.187
H -8.541 10.514 -0.332
H 4.575 -1.212 -6.840
H 10.064 7.692 -7.334
H -6.174 -4.084 8.360
H 10.492 8.395 -5.034
H 15.671 3.457 -5.109
H 1.359 -15.114 -0.466
H -4.967 -6.009 0.589
H -0.964 3.332 8.635
H 0.895 -15.600 3.220
H 11.435 4.657 -4.599
H 7.507 4.448 -6.090
H 14.623 5.999 -6.200
H -11.119 -6.856 5.094
H 0.502 -2.112 0.514
H -9.587 -6.305 1.556
H -9.092 -4.801 2.395
H 8.500 9.096 -9.279
H -5.145 10.338 3.256
H 13.990 4.721 -8.181
H -9.107 -8.828 4.827
H 10.827 8.186 -9.849
H -4.099 4.758 -0.857
H -4.766 4.254 -2.452
H -4.864 8.280 -0.794
H 2.037 -16.589 2.680
H -13.391 -4.092 4.416
H 0.122 1.417 6.514
H 0.387 3.667 7.789
H 7.836 5.716 -3.722
H -8.159 13.479 -2.339
H -0.425 0.053 7.168
H 10.026 6.637 -3.904
H -15.094 -5.922 4.109
*
```

Here are the Löwdin charges for atoms 1 to 2, given in e: 0.585, 0.585